125
Properties=species:S:1:pos:R:3:forces:R:3 method="wB97M-V/def2-TZVPD" homo_lumo_gap_ha=0.13953 lumo_energy_ev=1.042 relative_energy_kj_mol=15.49 total_charge=-1
Ba -0.180762 -0.451102 -0.786345 0.0 1.4 1.0
C -4.646630 -5.147167 1.657323 0.0 0.0 0.0
C -3.513694 -5.727044 2.232552 0.0 0.0 0.0
C -2.239418 -5.322071 1.857576 0.0 0.0 0.0
C -2.133036 -4.323021 0.905911 0.1 0.1 0.0
C -0.969142 -3.651412 0.287977 0.2 -0.3 0.1
N 0.321318 -4.016197 0.552853 -0.2 0.0 0.1
C 1.378021 -3.496836 -0.028500 0.3 -0.1 -0.1
C 2.751842 -4.048259 0.157638 -0.1 0.0 0.0
C 3.240496 -5.078513 0.933824 0.0 -0.1 0.0
C 4.602546 -5.358951 0.853109 -0.1 0.0 0.0
C 5.433814 -4.635876 0.001906 0.0 0.1 0.0
C 4.930160 -3.603107 -0.785209 0.1 0.0 0.0
C 3.586206 -3.315001 -0.679992 0.0 0.1 0.0
C 2.722550 -2.308792 -1.360617 0.0 -0.3 -0.1
N 3.171173 -1.520212 -2.312540 0.0 0.1 -0.1
C 2.378920 -0.788839 -3.143361 0.2 -0.2 -0.2
N 1.082854 -0.594815 -3.069488 -0.7 -0.3 0.2
C 0.601612 0.011566 -4.227807 0.3 -0.2 0.2
N -0.629692 0.185573 -4.589008 -0.3 0.1 -0.1
C -1.758636 -0.244178 -3.949330 0.2 0.0 -0.1
N -1.823966 -0.883299 -2.768537 0.5 -0.4 0.2
C -3.092454 -1.267630 -2.495616 0.1 -0.3 0.0
N -3.510448 -2.078171 -1.481777 -0.2 0.1 -0.1
C -2.778456 -2.743934 -0.644254 0.3 -0.2 0.0
N -1.392449 -2.745656 -0.558940 0.2 0.4 -0.6
C -3.265217 -3.743021 0.328094 -0.1 0.1 0.0
C -4.535617 -4.152324 0.694963 0.0 0.0 0.0
C -3.944145 -0.789098 -3.557997 -0.1 0.1 0.0
C -5.324726 -0.857524 -3.788288 0.0 0.0 0.1
C -5.831577 -0.271755 -4.925925 0.0 0.0 0.0
C -4.983987 0.372870 -5.853577 0.0 0.0 0.0
C -3.624631 0.436133 -5.648290 0.1 0.0 0.0
C -3.094302 -0.141535 -4.487529 -0.1 0.0 0.0
C 1.779481 0.308736 -5.073302 -0.1 0.0 0.0
C 1.911038 0.905905 -6.313936 0.0 0.0 0.0
C 3.185901 1.000110 -6.858059 0.0 0.0 0.0
C 4.298005 0.494903 -6.182964 0.0 0.0 0.0
C 4.160956 -0.120204 -4.944305 0.1 0.0 -0.1
C 2.892072 -0.199930 -4.401760 0.0 0.0 0.2
N 1.462989 -2.459335 -0.894969 -0.5 0.2 -0.3
H -5.627388 -5.482456 1.971778 0.0 0.0 0.0
H -3.636947 -6.501016 2.979786 0.0 0.0 0.0
H -1.350329 -5.762824 2.290125 0.0 0.0 0.0
H 2.578966 -5.641623 1.579423 0.0 0.0 0.0
H 5.023992 -6.153858 1.455627 0.0 0.0 0.0
H 6.487865 -4.880304 -0.043529 0.0 0.0 0.0
H 5.564560 -3.035211 -1.453861 0.0 0.0 0.0
H -5.408391 -3.697950 0.243665 0.0 0.0 0.0
H -5.967662 -1.360102 -3.075961 0.0 0.0 0.0
H -6.896451 -0.306352 -5.122016 0.0 0.0 0.0
H -5.417322 0.817326 -6.741298 0.0 0.0 0.0
H -2.967464 0.922844 -6.358418 0.0 0.0 0.0
H 1.040840 1.286422 -6.833139 0.0 0.0 0.0
H 3.323984 1.472536 -7.822830 0.0 0.0 0.0
H 5.277989 0.585097 -6.634329 0.0 0.0 0.0
H 5.012952 -0.522528 -4.411970 0.0 0.0 0.0
C 3.275538 0.356322 4.992430 0.0 0.0 0.0
C 4.056760 -0.120238 3.792462 -0.1 0.0 0.0
C 5.247252 -0.806272 4.035682 0.0 0.0 0.0
C 6.042652 -1.290225 3.010339 0.0 0.0 0.0
C 5.650374 -1.094511 1.696594 -0.1 0.0 0.0
C 4.460572 -0.435463 1.436032 0.0 0.0 0.0
C 3.651162 0.067905 2.459970 0.0 0.0 0.0
P 2.165267 0.944267 1.811779 0.0 -0.1 -0.1
C 0.947515 0.915702 3.189599 -0.1 0.0 0.0
C 0.429723 2.111696 3.687759 0.0 0.0 0.0
C -0.574753 2.117364 4.647734 0.1 0.0 0.0
C -1.073532 0.915002 5.129958 0.0 0.0 0.0
C -0.577676 -0.277714 4.626547 0.1 0.0 0.0
C 0.414458 -0.299068 3.650852 -0.1 0.1 0.0
C 0.884226 -1.618273 3.107172 0.0 0.0 0.0
C 2.671197 2.656612 1.639120 0.1 0.0 0.0
C 3.491034 3.273247 2.592166 0.0 -0.1 -0.1
C 3.860055 4.599431 2.526267 0.0 0.0 0.0
C 3.379238 5.352417 1.430480 0.0 0.0 0.0
C 2.610720 4.787546 0.457205 0.0 0.0 0.0
C 2.226545 3.388549 0.465338 -0.1 0.0 0.0
C 1.475194 2.871411 -0.558950 0.1 0.1 -0.1
H 3.937638 0.437655 5.855474 0.0 0.0 0.0
H 2.473763 -0.340399 5.252205 0.0 0.0 0.0
H 2.805045 1.322469 4.828649 0.0 0.0 0.0
H 5.557286 -0.953661 5.064822 0.0 0.0 0.0
H 6.962696 -1.814737 3.238300 0.0 0.0 0.0
H 6.255971 -1.460232 0.878114 0.0 0.0 0.0
H 4.147045 -0.289965 0.407025 0.0 0.0 0.0
H 0.842795 3.044632 3.321348 0.0 0.0 0.0
H -0.944453 3.061589 5.032969 0.0 0.0 0.0
H -1.850246 0.904107 5.885470 0.0 0.0 0.0
H -0.988322 -1.219979 4.972511 0.0 0.0 0.0
H 0.143936 -2.400427 3.277920 0.0 0.0 0.0
H 1.830393 -1.934122 3.557916 0.0 0.0 0.0
H 1.075589 -1.555175 2.032022 0.0 0.0 0.0
H 3.858973 2.673713 3.417671 0.0 0.0 0.1
H 4.498135 5.042845 3.279054 0.0 0.0 0.0
H 3.636402 6.403965 1.345467 0.0 0.0 0.0
H 2.283575 5.389763 -0.384679 0.0 0.0 0.0
H 1.167164 3.482163 -1.397735 0.0 0.0 0.0
H 1.196947 1.832979 -0.561495 0.0 0.0 -0.1
S -2.466001 -0.369745 1.771238 0.0 -0.2 0.0
C -3.588695 0.834917 1.736091 0.0 0.1 -0.1
N -3.596915 1.903427 2.538386 0.0 0.0 0.0
C -4.538927 2.967038 2.233919 0.0 0.0 0.0
C -5.683839 2.304169 1.468045 0.0 0.0 0.0
S -4.942831 0.869442 0.631918 0.0 0.0 0.0
H -2.783432 2.045658 3.125393 0.0 0.0 0.0
H -4.058204 3.725409 1.612439 0.0 0.0 0.0
H -4.894446 3.427947 3.155171 0.0 0.0 0.0
H -6.109678 2.982210 0.731782 0.0 0.0 0.0
H -6.470842 1.961472 2.138777 0.0 0.0 0.0
C -4.658283 3.132117 -2.958565 0.0 0.0 0.0
C -3.598633 3.038075 -1.913090 0.1 0.0 0.0
C -3.161013 3.903850 -0.933229 0.0 0.0 0.0
C -2.112327 3.226831 -0.265754 -0.1 0.0 0.0
N -1.926692 2.025379 -0.797715 -0.2 0.0 -0.1
N -2.833724 1.943628 -1.793420 0.0 0.0 0.0
C -1.309423 3.714037 0.894232 -0.1 0.0 0.0
H -5.277477 4.012408 -2.795823 0.0 0.0 0.0
H -5.296280 2.245332 -2.947348 0.0 0.0 0.0
H -4.219376 3.198836 -3.955946 0.0 0.0 0.0
H -3.525398 4.900133 -0.738637 0.0 0.0 0.0
H -2.918994 1.088988 -2.323614 0.0 0.0 0.0
H -1.928600 4.333401 1.550331 0.0 0.0 0.0
H -0.449140 4.298195 0.569744 0.0 0.0 0.0
H -0.912838 2.872974 1.461551 0.0 0.0 0.0